DFT (wB97M-V/def2-TZVPD) results for a cluster of 2 separate species, C8H5BrINO3P in total in a non-equilibrium geometry.

Charge   -1
Kohn-Sham gap   5.19 eV
HOMO   -3.370 eV

Element x y z (Å)
I: -4.188 -2.467 -0.621
Br: -5.515 1.639 0.283
P: -2.976 -0.641 0.527
O: -0.548 -1.456 2.367
O: -1.055 -1.007 -2.094
O: -3.172 0.667 -0.394
N: -1.266 -1.039 0.229
C: 0.660 -0.096 -0.627
C: 2.091 -0.034 1.344
C: 2.771 0.971 -0.727
C: -0.669 -0.700 -1.007
C: 3.042 0.664 0.599
C: 0.913 -0.371 0.712
C: 1.586 0.617 -1.366
C: -0.319 -1.049 1.264
H: 1.386 0.857 -2.402
H: 2.244 -0.314 2.379
H: -2.510 1.339 -0.174
H: 3.525 1.488 -1.313
H: 4.001 0.932 1.022

Atom charges from the Löwdin analysis, given in e for atoms 1 to 5: 0.295 -0.549 0.496 0.105 0.118

DFT (wB97M-V/def2-TZVPD) results for a structure of composition C8H5Cl2LaNO3STl in a non-equilibrium geometry.

Charge   +4
Kohn-Sham gap (spin up / spin down)   4.14 / 6.54 eV
HOMO (spin up / spin down)   -21.948 / -21.898 eV

Element x y z (Å)
Tl: -1.990 -0.513 -5.049
La: -0.316 -0.673 -1.000
Cl: -3.564 -2.584 -5.071
Cl: -0.664 1.788 -1.407
S: -0.865 -0.469 1.566
O: -3.949 -2.263 -8.522
O: 2.483 0.486 0.568
O: -1.553 0.522 -9.294
N: 1.298 -0.696 3.175
C: 0.995 1.637 4.558
C: -3.472 -1.685 -7.651
C: 0.075 1.264 3.560
C: 2.236 -0.365 4.104
C: 0.179 0.060 2.858
C: 1.641 -0.165 0.090
C: -1.925 0.039 -8.325
C: 2.084 0.802 4.822
H: 1.414 -1.581 2.686
H: -0.828 1.820 3.378
H: 3.087 -1.054 4.254
H: 2.823 1.094 5.554
H: 0.814 2.536 5.147

Atom charges from the Löwdin analysis, given in e for atoms 1 to 5: 0.705 1.412 0.162 -0.017 0.750

DFT (wB97M-V/def2-TZVPD) results for a cluster of 3 separate species, C8H5Cl8F in total in a non-equilibrium geometry.

Energy relative to the best compared isomer or geometry (same formula, charge and spin)   10.9 kcal/mol
Kohn-Sham gap   9.18 eV
HOMO   -9.277 eV
SMILES   ClC(Cl)(Cl)Cl.ClC(Cl)(Cl)Cl.Fc1ccccc1

Element x y z (Å)
Cl: -47.923 -27.807 0.865
Cl: -48.233 -27.290 -2.092
Cl: -41.668 -31.652 -2.534
Cl: -42.923 -30.405 -0.104
Cl: -44.590 -31.243 -2.228
Cl: -42.742 -29.048 -2.601
Cl: -46.994 -29.708 -1.157
Cl: -45.638 -27.179 -0.750
F: -38.433 -35.710 1.761
C: -47.200 -28.019 -0.789
C: -42.233 -35.649 0.216
C: -39.651 -35.730 1.200
C: -42.974 -30.630 -1.876
C: -39.955 -34.837 0.198
C: -40.587 -36.685 1.622
C: -41.883 -36.603 1.170
C: -41.251 -34.841 -0.324
H: -42.651 -37.278 1.526
H: -40.256 -37.586 2.123
H: -39.186 -34.168 -0.165
H: -41.572 -34.074 -1.016
H: -43.250 -35.585 -0.146

Atom charges from the Löwdin analysis, given in e for atoms 1 to 5: 0.487 0.489 0.536 0.507 0.491

DFT (wB97M-V/def2-TZVPD) results for a structure of composition C8H5F11N7O6PdS2Te in a non-equilibrium geometry.

Energy relative to the best compared isomer or geometry (same formula, charge and spin)   0.0 kcal/mol
Charge   +3
Kohn-Sham gap (spin up / spin down)   5.76 / 5.76 eV
HOMO (spin up / spin down)   -19.774 / -19.774 eV

Element x y z (Å)
Te: 0.566 -0.223 -3.350
Pd: -0.743 0.029 1.337
S: 1.102 1.541 -0.540
S: -1.636 1.271 -1.451
F: -3.579 3.597 -2.003
F: 2.051 0.817 -3.499
F: -1.652 3.768 -2.959
F: 0.858 3.974 -1.470
F: 2.678 2.958 -2.060
F: -2.068 4.881 -1.156
F: 1.481 -1.321 -2.203
F: -0.940 -1.172 -2.863
F: -0.369 0.881 -4.448
F: 0.938 -1.329 -4.726
F: 2.452 3.673 -0.028
O: -2.376 0.978 -2.601
O: 2.097 0.542 -0.444
O: 0.308 1.846 0.664
O: -1.784 2.711 -0.943
O: -3.322 -1.223 1.939
O: -1.943 0.430 -0.259
N: 0.491 -0.371 2.785
N: 0.489 -4.818 1.013
N: 2.002 -0.424 4.270
N: -0.529 -2.297 1.278
N: 0.008 1.113 -1.755
N: -2.560 -0.574 2.337
N: 2.071 -1.632 3.671
C: -0.637 -4.471 0.414
C: 1.116 -3.922 1.765
C: -1.177 -3.187 0.538
C: 1.853 3.208 -1.091
C: 1.061 0.346 3.762
C: -2.316 3.814 -1.838
C: 1.136 -1.591 2.773
C: 0.613 -2.634 1.897
H: -1.134 -5.217 -0.193
H: 2.639 -0.209 5.034
H: -2.097 -2.896 0.047
H: 0.836 1.356 4.070
H: 2.017 -4.223 2.286

Atom charges from the Löwdin analysis, given in e for atoms 1 to 5: 1.936 1.075 0.723 0.592 0.281

no.,E (eV)
1,-103445.093
2,-57395.017
3,-111272.702
4,-93392.742